{
  "formula": "C31H70B3NO17",
  "method": "wB97M-V/def2-TZVPD",
  "lumo_ha": -0.0066,
  "gap_ev": 8.605,
  "smiles": "[H]/N=C\\CB1OBOB(CCCCOC=O)O1.COCCOCCOC.COCCOCCOC.COCCOCCOC.COCCOCCOC",
  "largest_force_ev_per_a": 9.55,
  "total_energy_ev": -71600.983,
  "symbols": ["H", "N", "C", "C", "B", "O", "B", "O", "B", "C", "C", "C", "C", "O", "C", "O", "O", "H", "H", "H", "H", "H", "H", "H", "H", "H", "H", "H", "H", "H", "C", "O", "C", "C", "O", "C", "C", "O", "C", "H", "H", "H", "H", "H", "H", "H", "H", "H", "H", "H", "H", "H", "H", "C", "O", "C", "C", "O", "C", "C", "O", "C", "H", "H", "H", "H", "H", "H", "H", "H", "H", "H", "H", "H", "H", "H", "C", "O", "C", "C", "O", "C", "C", "O", "C", "H", "H", "H", "H", "H", "H", "H", "H", "H", "H", "H", "H", "H", "H", "C", "O", "C", "C", "O", "C", "C", "O", "C", "H", "H", "H", "H", "H", "H", "H", "H", "H", "H", "H", "H", "H", "H"],
  "coordinates": [[-3.25648, 3.07267, -2.85970], [-3.35277, 4.11121, -2.64854], [-2.87707, 4.76403, -3.77662], [-2.29524, 3.94333, -5.11373], [-0.94723, 4.76574, -5.57921], [-0.88464, 5.86387, -6.56703], [0.37691, 6.62561, -6.46444], [1.23093, 6.75815, -5.26823], [0.74472, 5.72814, -4.28353], [0.60585, 6.04634, -2.67645], [1.36333, 4.98102, -1.68715], [0.85679, 3.40243, -1.90012], [1.12252, 2.51145, -0.54968], [0.53186, 1.16421, -0.56103], [0.19072, 0.71087, -1.91823], [0.99308, -0.10567, -2.65657], [0.35701, 4.41586, -4.91472], [-2.86396, 5.95642, -3.77288], [-3.10582, 3.80427, -5.94963], [-1.90920, 2.90498, -4.66799], [0.70879, 7.23563, -7.43901], [1.11146, 7.11152, -2.49807], [-0.55593, 6.18137, -2.44369], [1.04243, 5.25686, -0.57160], [2.53317, 4.99237, -1.74519], [-0.31681, 3.46712, -2.03798], [1.42479, 3.02831, -2.86021], [2.27261, 2.54407, -0.30295], [0.59060, 3.09612, 0.34493], [-0.80614, 1.04906, -2.47749], [-0.55388, -1.97310, 0.32437], [-0.79530, -2.10274, 1.71845], [-0.16748, -1.09460, 2.50669], [-1.13210, -0.50646, 3.54482], [-2.24495, 0.22765, 3.01982], [-3.22455, -0.51110, 2.27938], [-4.01020, -1.56317, 3.07362], [-3.17660, -2.64748, 3.46952], [-3.33664, -3.03082, 4.82692], [0.33586, -2.54456, 0.05288], [-1.41614, -2.39146, -0.20460], [-0.44563, -0.93018, 0.01486], [0.23341, -0.27762, 1.88724], [0.67143, -1.56995, 3.02995], [-0.56364, 0.21493, 4.14435], [-1.47190, -1.26186, 4.25192], [-2.78152, -0.93563, 1.37937], [-3.94445, 0.23618, 1.92558], [-4.79730, -1.97839, 2.43459], [-4.49192, -1.08365, 3.93598], [-3.53532, -2.17308, 5.47772], [-2.40098, -3.49025, 5.15905], [-4.14012, -3.76478, 4.91014], [3.67133, -0.75757, -2.43267], [4.13074, -1.90987, -1.74008], [3.26052, -3.03319, -1.85271], [4.03383, -4.31617, -2.18448], [4.67036, -4.34909, -3.46773], [5.75555, -3.43816, -3.68264], [7.00032, -3.66360, -2.81393], [6.74092, -3.37050, -1.44493], [7.22486, -4.35477, -0.54378], [3.06263, -0.14707, -1.76283], [4.54895, -0.17837, -2.73704], [3.10804, -1.01002, -3.33498], [2.48260, -2.87663, -2.61574], [2.76622, -3.15710, -0.88119], [3.30818, -5.13851, -2.19776], [4.74338, -4.57292, -1.39918], [5.40585, -2.40823, -3.62367], [6.05478, -3.58529, -4.72699], [7.79385, -2.98426, -3.14422], [7.35755, -4.69299, -2.94958], [7.14408, -5.36641, -0.95463], [6.61081, -4.31344, 0.36069], [8.26037, -4.13418, -0.27866], [0.40352, 3.98740, 10.63390], [0.44459, 2.67444, 10.09261], [-0.34261, 1.73033, 10.81428], [-1.19636, 0.86986, 9.87364], [-2.21932, 1.56241, 9.14776], [-1.79305, 2.51410, 8.16480], [-1.02393, 1.94020, 6.96730], [0.25332, 1.44560, 7.35639], [0.56111, 0.16557, 6.82545], [1.21267, 4.11027, 11.35645], [0.55591, 4.69317, 9.81110], [-0.55932, 4.21756, 11.09775], [-1.00106, 2.21903, 11.54880], [0.35279, 1.07942, 11.35859], [-1.72508, 0.13650, 10.49462], [-0.57969, 0.28040, 9.19663], [-1.24958, 3.33175, 8.63662], [-2.71513, 2.96236, 7.77661], [-0.85158, 2.73914, 6.23774], [-1.63097, 1.16416, 6.48262], [-0.32291, -0.47675, 6.75708], [1.27127, -0.31753, 7.50304], [1.02708, 0.27591, 5.84469], [-0.90665, -3.04397, -7.67772], [-1.14808, -3.17361, -6.28365], [-0.52025, -2.16547, -5.49541], [-1.48488, -1.57733, -4.45728], [-2.59773, -0.84322, -4.98228], [-3.57732, -1.58197, -5.72272], [-4.36298, -2.63404, -4.92848], [-3.52937, -3.71835, -4.53257], [-3.68941, -4.10169, -3.17518], [-0.01692, -3.61544, -7.94922], [-1.76891, -3.46234, -8.20670], [-0.79841, -2.00105, -7.98724], [-0.11936, -1.34850, -6.11486], [0.31866, -2.64083, -4.97214], [-0.91641, -0.85595, -3.85775], [-1.82468, -2.33273, -3.75018], [-3.13430, -2.00650, -6.62273], [-4.29723, -0.83470, -6.07652], [-5.15008, -3.04927, -5.56751], [-4.84469, -2.15453, -4.06612], [-3.88810, -3.24395, -2.52437], [-2.75375, -4.56112, -2.84305], [-4.49290, -4.83565, -3.09196]],
  "forces_ev_per_a": [[-0.206, 1.409, 0.269], [2.423, 1.837, -5.350], [-1.275, -2.137, 2.612], [0.330, 0.115, 1.235], [1.459, 0.141, -0.683], [2.367, -1.025, 3.145], [-0.006, -0.208, 0.937], [-3.861, -3.031, -0.217], [0.846, -0.271, -1.485], [0.795, 0.842, -0.052], [-1.003, -0.961, 1.365], [-0.228, 1.043, 0.176], [0.145, 2.790, 0.346], [-0.245, -0.190, -3.812], [4.310, -3.570, -3.597], [-5.679, 5.436, 5.418], [-2.536, 3.874, 0.564], [-0.155, -2.734, -0.005], [1.499, 0.339, 1.777], [-1.074, 2.111, -1.197], [-0.130, -0.124, 0.288], [-1.188, -2.231, -0.338], [2.468, -0.557, -0.244], [0.880, -0.428, -2.358], [-2.292, 0.293, -0.096], [2.396, -0.283, -0.076], [-1.442, 0.304, 1.951], [-2.180, -0.733, -0.572], [1.066, -1.409, -1.931], [1.949, -0.463, 1.866], [-0.231, -0.338, 0.227], [0.089, 0.652, -0.300], [-0.363, -0.084, 0.194], [0.120, 0.123, -0.053], [0.048, -0.462, -0.051], [-0.147, 0.092, 0.068], [0.430, 0.006, -0.292], [-0.119, 0.402, 0.509], [0.222, -0.137, -0.354], [0.113, 0.121, -0.212], [0.096, -0.073, 0.071], [0.075, -0.099, 0.154], [-0.159, -0.209, -0.003], [0.049, 0.228, 0.143], [-0.088, 0.054, -0.247], [-0.008, -0.210, -0.176], [0.040, -0.263, 0.129], [0.053, 0.010, 0.222], [-0.116, 0.235, -0.088], [0.150, -0.072, -0.015], [-0.078, -0.010, -0.049], [-0.109, -0.034, -0.106], [-0.108, 0.005, 0.218], [0.606, 0.098, 0.380], [-0.361, -0.222, -0.578], [0.474, -0.089, 0.025], [-0.171, -0.033, -0.023], [0.153, 0.299, 0.335], [0.080, -0.108, -0.082], [-0.434, 0.291, 0.020], [0.036, -0.664, -0.083], [-0.201, 0.408, 0.007], [0.009, -0.038, -0.250], [0.040, -0.075, 0.090], [-0.027, -0.018, 0.157], [0.206, 0.100, 0.095], [-0.132, -0.242, -0.080], [0.009, 0.144, -0.183], [0.057, 0.268, 0.054], [0.095, 0.021, 0.283], [-0.020, -0.191, 0.124], [-0.002, -0.052, -0.269], [-0.108, 0.063, 0.113], [0.064, 0.046, -0.046], [0.098, 0.094, -0.077], [0.133, -0.196, 0.061], [0.296, -0.198, -0.379], [-0.619, 0.273, 0.389], [0.019, -0.147, -0.451], [-0.097, -0.016, 0.129], [0.477, 0.063, -0.047], [-0.118, -0.037, -0.141], [0.082, 0.217, 0.441], [-0.378, -0.531, -0.094], [0.210, 0.338, 0.292], [-0.063, 0.160, 0.164], [0.068, -0.103, 0.092], [0.010, -0.069, 0.048], [0.145, 0.033, -0.208], [-0.216, -0.152, 0.083], [-0.071, 0.223, -0.002], [0.199, 0.206, -0.013], [0.252, -0.123, -0.074], [0.013, -0.232, 0.009], [-0.267, 0.086, -0.026], [0.106, -0.006, 0.101], [-0.019, 0.061, -0.074], [0.003, 0.126, -0.094], [-0.011, -0.195, -0.134], [-0.223, -0.399, 0.282], [0.087, 0.683, -0.373], [-0.355, -0.123, 0.296], [0.215, 0.146, 0.073], [-0.051, -0.388, -0.094], [-0.161, 0.088, 0.053], [0.445, -0.022, -0.292], [-0.140, 0.429, 0.498], [0.232, -0.158, -0.349], [0.102, 0.105, -0.188], [0.122, -0.037, 0.078], [0.066, 0.015, 0.057], [-0.146, -0.194, 0.015], [0.037, 0.265, 0.134], [-0.044, -0.077, -0.326], [-0.011, -0.218, -0.199], [0.034, -0.256, 0.143], [0.041, 0.005, 0.212], [-0.115, 0.239, -0.088], [0.145, -0.072, -0.009], [-0.077, -0.006, -0.046], [-0.113, -0.029, -0.105], [-0.108, 0.008, 0.217]],
  "lowdin_charge": [0.04, 0.03, -0.18, -0.04, -0.40, 0.13, -0.18, 0.13, -0.36, -0.08, -0.19, -0.18, -0.18, -0.15, -0.12, -0.06, 0.12, 0.13, 0.13, 0.12, 0.10, 0.13, 0.13, 0.12, 0.13, 0.12, 0.13, 0.14, 0.15, 0.17, -0.09, -0.19, -0.17, -0.17, -0.12, -0.17, -0.18, -0.20, -0.11, 0.08, 0.09, 0.06, 0.12, 0.13, 0.10, 0.10, 0.11, 0.13, 0.12, 0.12, 0.08, 0.09, 0.09, -0.12, -0.20, -0.18, -0.17, -0.12, -0.17, -0.19, -0.21, -0.11, 0.07, 0.09, 0.08, 0.12, 0.12, 0.13, 0.10, 0.11, 0.13, 0.12, 0.12, 0.09, 0.09, 0.08, -0.11, -0.21, -0.18, -0.17, -0.12, -0.17, -0.18, -0.20, -0.11, 0.08, 0.09, 0.09, 0.12, 0.12, 0.13, 0.10, 0.10, 0.13, 0.13, 0.12, 0.08, 0.09, 0.08, -0.11, -0.20, -0.17, -0.17, -0.13, -0.17, -0.19, -0.20, -0.11, 0.09, 0.09, 0.08, 0.12, 0.12, 0.08, 0.11, 0.11, 0.12, 0.12, 0.12, 0.08, 0.09, 0.09]
}